No. 1
C43H51P2Si2Y as an isolated structure at a distorted geometry. Source: OMol25; level of theory: ωB97M-V/def2-TZVPD.

Geometry as XYZ:
```
99
Properties=species:S:1:pos:R:3
C -3.46 -0.06 -1.36
C -2.32 0.70 -1.70
C -2.05 0.96 -3.05
C -2.90 0.47 -4.04
C -4.00 -0.33 -3.70
C -4.26 -0.61 -2.36
P -1.17 1.30 -0.42
C -0.77 2.98 -1.01
C 0.41 3.18 -1.76
C 0.74 4.45 -2.21
C -0.11 5.54 -1.95
C -1.31 5.33 -1.25
C -1.63 4.06 -0.78
Y 0.81 -0.20 0.83
P 0.10 -2.42 -0.71
C -0.04 -2.35 -2.54
C -0.93 -3.13 -3.31
C -1.04 -2.91 -4.69
C -0.33 -1.88 -5.31
C 0.57 -1.11 -4.55
C 0.70 -1.33 -3.19
C 1.60 -3.32 -0.27
C 1.82 -3.53 1.11
C 3.07 -3.96 1.55
C 4.09 -4.20 0.62
C 3.85 -4.03 -0.75
C 2.61 -3.60 -1.21
C -1.07 -3.56 0.16
C -2.00 -3.04 1.09
C -3.05 -3.84 1.52
C -3.15 -5.17 1.08
C -2.21 -5.69 0.18
C -1.16 -4.89 -0.28
C -2.26 1.49 1.06
C -3.54 2.05 0.90
C -4.39 2.20 2.00
C -3.98 1.75 3.26
C -2.72 1.18 3.42
C -1.86 1.03 2.33
H 1.01 -3.38 1.83
H 3.24 -4.10 2.62
H 5.07 -4.54 0.97
H 4.64 -4.25 -1.48
H 2.41 -3.47 -2.27
H -1.55 -3.91 -2.85
H -1.69 -3.56 -5.28
H -0.47 -1.67 -6.38
H 1.17 -0.34 -5.05
H 1.41 -0.72 -2.62
H -1.94 -1.99 1.43
H -3.78 -3.44 2.23
H -3.93 -5.80 1.48
H -2.28 -6.72 -0.15
H -0.40 -5.29 -0.97
H -3.88 2.36 -0.09
H -5.36 2.66 1.85
H -4.65 1.85 4.11
H -2.39 0.84 4.40
H -0.87 0.56 2.52
H 1.08 2.34 -1.98
H 1.66 4.60 -2.77
H 0.14 6.54 -2.31
H -1.99 6.16 -1.04
H -2.55 3.92 -0.20
H -1.19 1.58 -3.32
H -2.68 0.71 -5.08
H -4.64 -0.73 -4.49
H -5.08 -1.28 -2.08
H -3.68 -0.29 -0.31
H -1.92 -1.91 -1.23
H -2.64 -2.02 -0.93
C 3.05 -0.61 2.72
Si 3.47 0.70 1.40
C 5.12 1.46 1.70
C 3.33 -0.28 -0.23
C 1.97 1.77 1.27
Si 1.71 2.98 2.65
C 3.19 4.13 2.80
C 0.22 4.07 2.23
C 1.38 2.19 4.32
H 3.65 -1.51 2.53
H 1.98 -0.92 2.86
H 3.37 -0.19 3.68
H 5.89 0.69 1.56
H 5.31 2.27 0.98
H 5.22 1.86 2.72
H 2.34 -0.62 -0.68
H 3.77 0.38 -1.00
H 3.96 -1.17 -0.15
H 2.02 2.37 0.34
H 3.63 4.36 1.82
H 2.86 5.07 3.25
H 3.97 3.71 3.45
H -0.73 3.55 2.42
H 0.25 4.98 2.85
H 0.23 4.37 1.17
H 0.40 1.69 4.34
H 2.15 1.46 4.60
H 1.38 2.99 5.07
```

Summary:
Lowest unoccupied orbital energy (eV): -6.21
Charge: +2


No. 2
C43H52BHgN9OPS2Se as an isolated structure. Source: OMol25; level of theory: ωB97M-V/def2-TZVPD.

Geometry as XYZ:
```
111
Properties=species:S:1:pos:R:3
Hg -0.06 -0.61 -0.05
C -1.22 -3.85 1.24
C -2.32 -2.87 0.99
C -3.70 -3.11 0.96
C -4.27 -1.87 0.82
N -3.29 -0.94 0.75
N -2.08 -1.57 0.84
B -3.54 0.60 0.76
N -3.31 1.22 -0.65
C -4.08 2.07 -1.35
C -3.41 2.41 -2.50
C -2.19 1.72 -2.42
C -1.13 1.64 -3.47
N -2.13 1.02 -1.29
N -2.62 1.39 1.73
C -3.03 2.42 2.51
C -1.91 3.10 2.95
C -0.83 2.42 2.35
C 0.61 2.77 2.44
N -1.28 1.40 1.62
N -4.99 0.75 1.25
C -5.37 0.45 2.52
C -6.74 0.35 2.53
C -7.13 0.59 1.20
C -8.51 0.58 0.63
N -6.07 0.82 0.44
H -1.57 -4.87 1.10
H -0.38 -3.69 0.56
H -0.85 -3.73 2.26
H -4.20 -4.06 1.03
H -5.31 -1.60 0.75
H -5.06 2.33 -1.00
H -3.74 3.05 -3.30
H -1.50 1.06 -4.32
H -0.86 2.64 -3.82
H -0.25 1.15 -3.08
H -4.07 2.61 2.70
H -1.87 3.96 3.59
H 0.84 3.19 3.42
H 1.24 1.89 2.27
H 0.87 3.52 1.69
H -4.65 0.32 3.30
H -7.38 0.13 3.37
H -9.24 0.78 1.42
H -8.62 1.33 -0.15
H -8.75 -0.40 0.20
O 2.33 0.55 -1.27
C 2.86 1.26 -2.11
C 4.21 0.94 -2.70
C 5.16 2.08 -2.24
C 4.80 2.69 -0.86
C 3.79 3.85 -0.89
C 2.36 3.42 -1.26
N 2.41 2.53 -2.42
H 4.16 0.88 -3.79
H 4.54 -0.03 -2.32
H 5.17 2.88 -2.98
H 6.18 1.68 -2.20
H 5.72 3.08 -0.42
H 4.44 1.90 -0.19
H 4.13 4.59 -1.62
H 3.77 4.34 0.09
H 1.73 4.29 -1.48
H 1.89 2.87 -0.45
H 2.91 2.95 -3.19
S -0.09 -5.23 -2.07
P -0.40 -3.53 -3.01
S 0.49 -1.82 -2.39
C -2.18 -3.31 -3.37
C -2.85 -2.13 -3.11
C -4.21 -2.01 -3.40
C -4.89 -3.09 -3.95
C -4.22 -4.28 -4.22
C -2.87 -4.39 -3.92
C 0.27 -3.65 -4.72
C 1.43 -4.38 -4.93
C 2.02 -4.41 -6.19
C 1.45 -3.71 -7.24
C 0.28 -2.99 -7.04
C -0.31 -2.96 -5.78
H -2.30 -1.29 -2.70
H -4.73 -1.09 -3.18
H -5.94 -3.00 -4.18
H -4.74 -5.11 -4.66
H -2.34 -5.32 -4.12
H 1.86 -4.94 -4.10
H 2.93 -4.98 -6.35
H 1.92 -3.71 -8.22
H -0.17 -2.44 -7.86
H -1.22 -2.39 -5.62
C 6.26 1.22 4.54
C 5.05 0.63 3.87
C 3.79 0.70 4.45
C 2.66 0.14 3.86
C 1.34 0.32 4.56
C 2.80 -0.55 2.64
Se 1.29 -1.52 1.91
C 4.07 -0.65 2.04
C 4.29 -1.44 0.79
C 5.16 -0.05 2.66
H 5.97 1.93 5.32
H 6.90 1.73 3.82
H 6.86 0.43 5.01
H 3.68 1.21 5.40
H 1.46 0.24 5.64
H 0.62 -0.43 4.23
H 0.92 1.30 4.33
H 3.57 -1.16 0.02
H 4.11 -2.50 0.99
H 5.30 -1.31 0.41
H 6.14 -0.13 2.19
```

Summary:
Lowest unoccupied orbital energy (eV): 2.27
Relative energy (zero: lowest compared OMol25 entry of this formula, charge and spin) (kcal/mol): 10.6
Charge: -1